Molecular formula: C36H39AuN2O2P2S2
Method: DFT, ωB97M-V/def2-TZVPD

Structure (XYZ):
```
84
Properties=species:S:1:pos:R:3:forces:R:3
H 2.41744 1.38234 1.52174 0.041 -0.045 0.047
C 0.43182 0.47411 5.01896 0.042 0.063 0.035
H -2.22830 1.12332 2.02455 -0.011 -0.011 -0.037
H -3.29735 1.39585 -2.77557 0.098 -0.054 -0.047
H -3.12665 1.92953 -0.31171 -0.103 0.004 -0.059
H -5.06895 -1.82427 -1.01492 -0.027 -0.004 0.024
H 0.45247 0.61936 7.15182 -0.002 0.003 0.016
H -1.19100 0.66018 -5.45412 -0.010 0.013 0.029
H -4.58497 0.93438 -4.59148 0.029 -0.049 0.021
C -3.56402 0.57953 -4.72741 -0.059 0.073 -0.126
C 0.10068 -2.26623 5.40630 0.009 0.028 -0.008
C -0.22684 1.90592 2.19412 0.182 -0.045 0.013
C 6.85238 0.29945 -0.83675 0.005 0.001 -0.003
C 2.78009 -2.90487 1.69365 0.033 0.062 0.049
C 1.79308 -4.98983 1.02973 0.000 0.020 -0.019
C 0.21216 -1.40911 6.49330 -0.002 0.005 -0.007
H 2.84633 0.01444 2.55350 -0.069 -0.011 -0.005
H -7.40248 1.67944 -0.24090 -0.044 0.015 0.013
C 4.21934 -0.26060 -0.18317 -0.124 0.003 -0.008
Au -0.68546 0.39472 -0.49661 1.269 -0.436 0.100
H 0.55046 5.20153 2.33185 0.025 0.020 -0.004
H -2.50223 -1.31371 -4.91225 0.046 -0.015 0.002
C 0.15970 -1.76019 4.11867 0.025 -0.031 -0.011
H 1.07975 -2.56683 -1.22425 -0.010 0.015 -0.021
C -5.27724 1.94962 -0.25782 0.113 -0.016 -0.002
C 2.17786 0.34148 1.75409 0.108 0.016 0.097
H -1.89191 5.38481 2.03781 -0.006 0.007 0.005
C -1.42609 4.40963 2.08159 -0.073 -0.005 -0.003
S -0.73676 1.96519 -2.13074 -0.399 -0.038 -0.303
H 0.16255 -1.80633 7.49755 0.000 -0.010 0.022
C 0.32990 -0.38766 3.93057 -0.058 -0.232 -0.214
P 2.50796 -0.56381 0.21609 0.188 -0.273 0.231
C -3.95496 -0.01183 -0.70721 0.274 -0.136 -0.057
H 0.54397 1.54143 4.87567 -0.008 0.028 -0.019
H 1.06405 1.93006 -4.08506 0.012 -0.065 -0.046
C 2.24820 -2.29832 0.55707 -0.008 0.051 -0.071
C 2.55167 -4.24902 1.92728 -0.032 -0.098 0.010
H -3.28024 3.34291 1.89910 -0.038 0.004 -0.004
C -1.61296 2.01560 2.05367 -0.101 -0.065 0.111
C 4.59801 1.04490 -0.50261 -0.051 0.074 -0.013
H -5.33189 3.00710 -0.03682 0.031 0.035 0.001
C 6.47835 -0.99936 -0.53064 0.030 0.022 -0.002
H 1.25074 -0.39482 -3.23968 -0.010 0.011 0.005
H 3.38119 -2.34209 2.39843 0.014 0.035 0.003
H 0.96315 1.36548 -5.74296 0.008 -0.043 0.034
C -4.03380 1.34546 -0.42350 0.159 0.210 0.006
P 0.43678 0.23455 2.27042 -0.183 0.288 0.195
H 0.67933 -4.97096 -0.80317 -0.013 -0.015 -0.010
H -7.25369 -0.74581 -0.71925 -0.013 -0.010 -0.007
C -0.05206 4.30889 2.24364 0.029 -0.014 0.005
C 5.16145 -1.28332 -0.20361 0.002 -0.116 0.008
C -6.43975 1.20772 -0.36918 0.008 -0.013 -0.014
H 2.96743 -4.72192 2.80600 0.010 -0.009 0.020
H 7.88062 0.51828 -1.08975 0.017 0.001 -0.005
C -5.12016 -0.76189 -0.80693 -0.217 -0.174 -0.077
H -3.93414 -1.37126 -3.88666 -0.015 -0.019 0.036
H 6.20729 2.33246 -1.07426 0.003 0.036 -0.010
H 3.86243 1.84059 -0.51731 -0.025 0.022 0.002
H 0.06340 -2.42104 3.26627 -0.007 0.000 -0.022
C 0.54854 3.06198 2.30135 0.035 -0.015 -0.014
O 1.56564 -0.03083 -0.83971 -0.331 0.620 -0.120
C -3.51850 -0.93850 -4.79438 -0.011 0.008 -0.005
N -0.72760 1.01599 -4.62849 -0.222 -0.032 -0.105
C -6.35519 -0.14944 -0.64087 0.083 -0.135 -0.025
C 5.91159 1.32314 -0.82691 0.042 -0.013 0.005
C -1.48656 1.28483 -3.58636 0.151 -0.081 0.130
H -0.03763 -3.32651 5.56283 -0.009 -0.027 0.004
H 1.61801 -6.04055 1.21301 -0.003 -0.033 0.010
S -2.44016 -0.91509 -1.00663 -1.010 0.313 0.038
C 1.26429 -4.38943 -0.10455 0.005 -0.007 0.022
H -4.10689 -1.28620 -5.64140 -0.011 -0.002 -0.019
C 0.73620 1.10103 -4.71006 0.121 0.108 0.005
H 1.61914 3.00547 2.44682 0.025 0.002 -0.001
H 7.21040 -1.79360 -0.54873 0.024 -0.029 0.000
H 2.46898 -0.14015 -4.48968 0.034 0.006 0.013
C 1.48930 -3.04337 -0.34291 0.035 0.031 0.019
H 1.00614 -1.03858 -4.87841 -0.013 -0.020 -0.037
C -2.20636 3.26433 1.99451 0.000 0.084 0.018
C 0.37649 -0.04396 6.30179 0.000 0.007 0.028
C 1.39804 -0.20072 -4.30216 0.039 -0.018 -0.003
O -0.39120 -0.64369 1.30570 0.077 -0.031 0.016
H -3.21324 1.04266 -5.65417 0.004 -0.028 0.004
N -2.79036 1.12680 -3.61183 -0.152 0.189 0.106
H 4.87275 -2.30069 0.02411 -0.006 -0.013 0.005
```
Forces are in eV/Å.

HOMO in eV: -13.4
Lowest unoccupied orbital energy in eV: -7.75
Net charge: +2
Frontier orbital gap in eV: 5.62
Energy relative to the best compared isomer or geometry (same formula, charge and spin) in kcal per mole: 14.9